Below is a structure of composition C15H26CdNO2P, with properties calculated with ωB97M-V/def2-TZVPD.

```
! wB97M-V def2-TZVPD RIJCOSX def2/J DEFGRID3
* xyz 0 1
C 3.6231 0.5088 -3.3833
C 2.3611 1.0737 -3.6152
C 1.3324 0.9638 -2.6422
C 1.5967 0.2691 -1.4737
C 2.8604 -0.2444 -1.2029
C 3.8911 -0.1277 -2.1618
C 0.0002 1.6150 -2.9066
C -1.2387 0.7058 -2.9448
N -1.2357 -0.4539 -2.0477
Cd -0.0832 0.1076 0.0929
C 3.0827 -1.0002 0.0902
P 1.5180 -1.9552 0.4075
H 2.1342 1.5900 -4.5588
H 4.8591 -0.5936 -1.9412
H 4.4033 0.5485 -4.1669
H 3.1583 -0.3338 0.9700
H 3.9153 -1.7237 0.0549
H -0.2173 2.3722 -2.1402
H 0.0375 2.1076 -3.8855
H -2.1047 1.3136 -2.6605
C 1.5325 -2.5506 2.1121
C 1.7165 -3.3885 -0.6684
H -1.3715 0.3443 -3.9752
C -0.6119 -1.6362 -2.6512
C -2.5919 -0.7886 -1.5812
H 0.7284 0.3609 1.6306
H -1.1911 -1.9804 -3.5213
H 0.4088 -1.4126 -2.9666
H -0.5717 -2.4443 -1.9135
H -3.2067 -1.2347 -2.3809
H -2.5016 -1.4941 -0.7437
H -3.0766 0.1183 -1.2037
H 2.5839 -3.9731 -0.3316
H 0.7987 -3.9866 -0.5918
H 1.8496 -3.0969 -1.7190
H 2.3434 -3.2726 2.2622
H 1.6254 -1.6984 2.7958
H 0.5562 -3.0243 2.2874
H -1.1168 -0.6165 1.3641
C -2.3728 3.7273 0.8151
C -1.6101 2.4334 0.8874
O -1.4344 1.8548 1.9956
O -1.1979 2.0238 -0.2738
H -3.4023 3.5711 1.1813
H -2.3758 4.0289 -0.2426
H -1.8810 4.4922 1.4396
*
```

- Kohn-Sham gap (spin up / spin down) (eV) = 5.856 / 6.202
- total energy (Ha) = -1301.28833
- highest occupied orbital energy (spin up / spin down) (Eh) = -0.2856 / -0.2762

Atomic charges from the natural (NBO) analysis, expressed in e, are listed below: C -0.21; C -0.24; C 0.02; C -0.30; C -0.11; C -0.22; C -0.47; C -0.21; N -0.49; Cd 1.52; C -0.73; P 0.90; H 0.21; H 0.21; H 0.22; H 0.26; H 0.23; H 0.27; H 0.21; H 0.23; C -0.97; C -0.98; H 0.17; C -0.42; C -0.42; H -0.23; H 0.18; H 0.22; H 0.20; H 0.18; H 0.21; H 0.23; H 0.22; H 0.24; H 0.26; H 0.23; H 0.27; H 0.25; H -0.25; C -0.72; C 0.78; O -0.71; O -0.89; H 0.23; H 0.21; H 0.23